# 1
Entry from the Open Molecules 2025 dataset: 9 unconnected molecules or ions with the total composition C43H80BrFN9O2S (ωB97M-V with the def2-TZVPD basis set).

HOMO-LUMO gap: 9.916 eV

```
! wB97M-V def2-TZVPD RIJCOSX def2/J DEFGRID3
* xyz 1 1
C -1.514 -2.244 -1.437
C -0.832 -0.883 -1.185
C -1.783 0.318 -1.372
N -1.694 1.396 -0.301
C -2.131 0.850 1.063
C -3.580 0.375 1.224
C -3.886 -1.114 0.986
C -3.067 -2.037 1.905
C -5.387 -1.339 1.259
C -0.288 2.080 -0.250
Br 0.791 1.411 1.233
C 0.595 1.986 -1.495
C 0.241 2.764 -2.769
S -2.946 2.676 -0.650
O -3.148 3.376 0.553
O -3.951 2.087 -1.436
F -2.108 3.577 -1.570
H -2.503 -2.133 -1.891
H -1.606 -2.836 -0.529
H -0.918 -2.828 -2.141
H -0.028 -0.788 -1.915
H -0.334 -0.864 -0.214
H -2.819 -0.015 -1.386
H -1.602 0.799 -2.332
H -1.933 1.657 1.765
H -1.446 0.045 1.309
H -3.801 0.559 2.283
H -4.306 0.981 0.678
H -3.750 -1.375 -0.067
H -2.166 -1.575 2.317
H -2.793 -2.962 1.396
H -3.679 -2.347 2.758
H -5.593 -2.401 1.368
H -5.634 -0.856 2.214
H -6.008 -0.892 0.476
H -0.434 3.120 0.035
H 0.824 0.952 -1.753
H 1.555 2.394 -1.162
H 0.174 3.839 -2.590
H 1.071 2.619 -3.466
H -0.665 2.435 -3.281
C -7.026 -6.197 -2.091
C -8.070 -5.500 -1.232
C -7.506 -4.327 -0.421
C -6.456 -4.764 0.500
N -5.587 -5.094 1.176
H -6.234 -6.633 -1.479
H -7.490 -7.001 -2.661
H -6.566 -5.501 -2.797
H -8.520 -6.218 -0.547
H -8.876 -5.125 -1.864
H -8.295 -3.858 0.162
H -7.075 -3.573 -1.086
C 3.792 4.466 4.906
C 2.453 5.058 4.485
C 1.986 4.554 3.115
C 2.922 4.883 2.038
N 3.640 5.141 1.179
H 4.583 4.759 4.213
H 4.078 4.811 5.898
H 3.755 3.376 4.940
H 2.518 6.147 4.462
H 1.685 4.800 5.217
H 1.016 4.986 2.858
H 1.876 3.468 3.128
C 7.822 4.251 3.439
C 8.854 3.876 4.495
C 8.417 2.689 5.361
C 7.176 2.965 6.090
N 6.209 3.180 6.666
H 6.884 4.564 3.901
H 8.180 5.076 2.823
H 7.608 3.409 2.777
H 9.051 4.734 5.139
H 9.799 3.615 4.016
H 9.186 2.442 6.093
H 8.253 1.805 4.742
C -8.850 -2.069 5.714
C -7.893 -1.524 4.662
C -8.465 -1.600 3.240
C -8.732 -2.989 2.853
N -8.894 -4.087 2.554
H -9.060 -3.126 5.547
H -8.422 -1.970 6.711
H -9.798 -1.528 5.701
H -6.952 -2.077 4.697
H -7.661 -0.479 4.878
H -7.751 -1.185 2.529
H -9.390 -1.025 3.171
C 5.034 1.343 -4.246
C 4.602 0.290 -5.254
C 3.087 0.084 -5.315
C 2.526 -0.346 -4.034
N 2.103 -0.686 -3.020
H 4.781 1.052 -3.223
H 6.114 1.476 -4.297
H 4.579 2.310 -4.457
H 5.081 -0.664 -5.022
H 4.934 0.582 -6.250
H 2.834 -0.671 -6.061
H 2.585 1.012 -5.602
C -9.708 -8.459 1.747
C -11.148 -8.110 1.392
C -11.607 -8.740 0.070
C -10.787 -8.280 -1.053
N -10.104 -7.910 -1.897
H -9.011 -8.083 0.997
H -9.431 -8.017 2.704
H -9.572 -9.540 1.822
H -11.260 -7.026 1.329
H -11.819 -8.455 2.180
H -12.646 -8.485 -0.142
H -11.537 -9.829 0.117
C 8.137 4.850 -3.237
C 8.081 5.938 -4.300
C 6.707 6.049 -4.974
C 6.335 4.789 -5.623
N 6.053 3.776 -6.083
H 7.947 3.867 -3.674
H 9.125 4.822 -2.777
H 7.401 5.019 -2.447
H 8.833 5.737 -5.066
H 8.327 6.905 -3.860
H 6.710 6.837 -5.729
H 5.933 6.292 -4.243
C 11.907 -0.512 -3.007
C 10.652 -0.123 -2.236
C 10.046 1.201 -2.718
C 10.980 2.319 -2.556
N 11.720 3.186 -2.424
H 12.696 0.229 -2.875
H 12.290 -1.471 -2.659
H 11.701 -0.600 -4.075
H 10.879 -0.045 -1.172
H 9.894 -0.900 -2.344
H 9.139 1.439 -2.160
H 9.778 1.135 -3.774
*
```

---

# 2
Entry from the Open Molecules 2025 dataset: 2 unconnected molecules or ions with the total composition CH6OSi2 in a non-equilibrium geometry (ωB97M-V with the def2-TZVPD basis set).

SMILES string: C=[SiH2].O=[SiH2]
HOMO-LUMO gap: 7.920 eV

```
! wB97M-V def2-TZVPD RIJCOSX def2/J DEFGRID3
* xyz 0 1
C -0.579 -1.892 -1.175
O 1.267 2.160 1.932
Si 0.935 2.380 0.485
Si -0.436 -1.183 0.436
H -1.544 -1.797 -1.722
H 0.186 -2.503 -1.731
H 1.657 2.048 -0.689
H -0.318 3.157 0.084
H -1.636 -0.749 1.024
H 0.469 -1.620 1.357
*
```

---

# 3
Entry from the Open Molecules 2025 dataset: a molecular structure, C14H19Br4N2O2PdS in a non-equilibrium geometry (ωB97M-V with the def2-TZVPD basis set).

HOMO-LUMO gap: 3.716 eV

```
! wB97M-V def2-TZVPD RIJCOSX def2/J DEFGRID3
* xyz -1 1
Pd -0.431 -0.281 0.101
Br 3.967 0.338 5.921
C 3.311 0.143 4.134
C 4.182 0.081 3.068
Br 6.071 0.183 3.344
C 3.657 -0.053 1.782
Br 4.816 0.057 0.259
C 2.300 -0.189 1.464
O 1.930 -0.320 0.254
C 1.368 -0.046 2.602
O 0.104 0.032 2.455
C 1.941 0.102 3.869
Br 0.661 0.345 5.282
C -4.823 -0.140 -0.218
S -3.087 0.166 -0.693
C -2.413 -1.396 -0.093
H -5.202 -0.979 -0.799
H -5.411 0.747 -0.424
H -4.846 -0.375 0.843
H -2.422 -1.415 1.006
H -1.346 -1.509 -0.509
H -3.003 -2.213 -0.513
C 1.478 4.114 0.235
C 1.463 2.569 0.303
N 0.135 2.095 0.013
C -0.316 2.543 -1.276
C -0.446 4.089 -1.252
N 0.070 4.559 0.059
C -0.773 4.031 1.169
C -0.789 2.487 1.051
H 2.064 4.479 -0.611
H 1.874 4.555 1.152
H 1.742 2.218 1.297
H 2.161 2.119 -0.405
H -1.280 2.074 -1.485
H 0.402 2.216 -2.030
H -1.484 4.410 -1.344
H 0.141 4.562 -2.041
H 0.042 5.580 0.085
H -1.774 4.459 1.076
H -0.335 4.358 2.114
H -1.781 2.108 0.788
H -0.488 1.982 1.980
*
```

---

# 4
Entry from the Open Molecules 2025 dataset: C10H13NO in the gas phase in a non-equilibrium geometry (ωB97M-V with the def2-TZVPD basis set).

SMILES string: CC1=CC[C@](C)(n2cccc2)O1
HOMO-LUMO gap: 9.069 eV

```
! wB97M-V def2-TZVPD RIJCOSX def2/J DEFGRID3
* xyz 0 1
C 2.698 -1.547 -0.681
C 3.363 -0.646 0.183
C 1.409 -1.077 -0.757
C 2.453 0.371 0.520
C -2.025 0.043 -0.985
C -1.982 -0.482 0.236
C -0.843 0.860 -1.212
C 0.024 0.751 0.086
C -2.989 -1.462 0.897
C 0.123 2.125 0.811
N 1.236 0.041 -0.057
O -0.930 -0.181 0.966
H 3.031 -2.267 -1.322
H 4.375 -0.773 0.515
H 0.507 -1.524 -1.291
H 2.508 1.120 1.222
H -2.815 -0.098 -1.872
H -0.114 0.423 -2.040
H -1.116 1.948 -1.473
H -3.598 -1.990 0.119
H -3.554 -0.756 1.567
H -2.454 -2.161 1.560
H -0.805 2.393 1.160
H 0.681 2.878 0.219
H 0.813 2.009 1.629
*
```

---

# 5
Entry from the Open Molecules 2025 dataset: 2 unconnected molecules or ions with the total composition C7H10N2S2 in a non-equilibrium geometry (ωB97M-V with the def2-TZVPD basis set).

HOMO-LUMO gap (alpha / beta): 7.767 / 6.852 eV

```
! wB97M-V def2-TZVPD RIJCOSX def2/J DEFGRID3
* xyz 0 1
C 5.253 0.498 -0.222
C 4.468 -0.579 0.011
C 3.262 1.218 -0.481
C 2.039 -0.795 0.032
C -2.334 0.426 0.925
C -2.015 -0.845 -1.239
C -1.333 -0.166 -0.058
N 4.485 1.599 -0.521
N 3.155 -0.135 -0.150
S 1.392 -2.136 0.516
S -0.164 1.091 -0.615
H 6.322 0.573 -0.195
H 4.687 -1.597 0.261
H 2.389 1.814 -0.662
H -2.938 -0.365 1.365
H -1.819 0.960 1.721
H -2.993 1.124 0.411
H -2.740 -1.575 -0.876
H -1.281 -1.358 -1.858
H -2.534 -0.110 -1.853
H -0.706 -0.915 0.461
*
```

---

# 6
Entry from the Open Molecules 2025 dataset: 2 unconnected molecules or ions with the total composition C4H14N3 in a non-equilibrium geometry (ωB97M-V with the def2-TZVPD basis set).

HOMO-LUMO gap: 10.605 eV

```
! wB97M-V def2-TZVPD RIJCOSX def2/J DEFGRID3
* xyz 1 1
C -0.330 2.174 -1.390
C -1.288 0.064 -0.777
N -0.318 0.744 -1.339
N -2.629 0.577 -0.451
N -1.285 -1.323 -0.576
H 0.334 0.287 -1.991
H -3.084 1.363 -1.003
H -3.070 0.497 0.492
H -1.974 -1.690 0.048
H -0.689 -1.913 -0.933
H -0.981 2.638 -0.592
H -0.832 2.366 -2.379
H 0.779 2.578 -1.391
C 1.354 -0.577 1.246
C 2.462 -1.520 1.763
H 0.373 -0.673 1.745
H 1.591 0.489 1.315
H 1.349 -0.944 0.218
H 3.497 -1.007 1.757
H 2.469 -2.594 1.357
H 2.272 -1.536 2.883
*
```

---

# 7
Entry from the Open Molecules 2025 dataset: a molecular structure, C29H31N5RuS in a non-equilibrium geometry (ωB97M-V with the def2-TZVPD basis set).

HOMO-LUMO gap (alpha / beta): 6.496 / 6.238 eV

```
! wB97M-V def2-TZVPD RIJCOSX def2/J DEFGRID3
* xyz 1 2
Ru -0.242 -0.031 0.208
C -1.926 1.943 -1.580
C -3.185 1.097 -1.563
C -3.395 0.538 -0.175
N -2.330 -0.390 0.213
C -2.578 -1.688 0.147
C -3.615 -2.267 -0.613
C -4.205 -3.512 -0.511
C -4.033 -4.470 0.478
C -3.077 -4.436 1.473
C -1.988 -3.587 1.634
C -1.598 -2.458 0.895
N -0.388 -1.890 0.981
C 0.607 -2.526 1.850
C 2.022 -2.373 1.356
C 2.442 -0.920 1.382
N 1.844 -0.270 0.237
C 2.498 -0.189 -0.882
C 3.805 -0.726 -1.110
C 4.721 -0.391 -2.065
C 4.637 0.584 -3.073
C 3.506 1.257 -3.443
C 2.185 1.102 -2.987
C 1.681 0.337 -1.948
N 0.350 0.096 -1.755
C -0.513 0.393 -2.901
C -1.145 1.792 -2.856
H -1.260 1.578 -0.779
H -2.151 2.984 -1.344
H -3.087 0.262 -2.259
H -4.049 1.682 -1.881
H -4.369 0.050 -0.099
H -3.389 1.362 0.547
H -4.002 -1.631 -1.399
H -4.957 -3.730 -1.260
H -4.716 -5.310 0.476
H -3.144 -5.225 2.215
H -1.350 -3.832 2.470
H 0.402 -3.590 1.939
H 0.532 -2.088 2.854
H 2.091 -2.751 0.332
H 2.683 -2.981 1.977
H 3.528 -0.821 1.395
H 2.067 -0.428 2.283
H 4.119 -1.490 -0.412
H 5.664 -0.923 -2.003
H 5.540 0.792 -3.632
H 3.624 1.966 -4.255
H 1.450 1.681 -3.526
H -1.279 -0.382 -2.932
H 0.057 0.298 -3.827
H -1.795 1.916 -3.726
H -0.368 2.558 -2.914
S -1.185 2.332 4.017
C -1.341 1.259 2.706
N -0.410 1.327 1.800
C 0.544 2.301 2.118
C 1.658 2.655 1.355
C 2.472 3.662 1.822
C 2.199 4.314 3.034
C 1.100 3.976 3.792
C 0.270 2.960 3.316
H -2.169 0.567 2.633
H 1.862 2.142 0.428
H 3.336 3.961 1.244
H 2.861 5.097 3.379
H 0.884 4.485 4.722
*
```

---

# 8
Entry from the Open Molecules 2025 dataset: a molecular structure, C3H8IOZn in a non-equilibrium geometry (ωB97M-V with the def2-TZVPD basis set).

HOMO-LUMO gap: 5.109 eV

```
! wB97M-V def2-TZVPD RIJCOSX def2/J DEFGRID3
* xyz 1 1
Zn -8.304 22.437 23.401
I -9.370 21.566 21.724
C -9.077 18.065 22.308
C -8.223 18.265 21.079
C -8.880 18.450 19.656
O -7.498 19.460 21.295
H -9.692 17.181 22.137
H -9.709 18.953 22.287
H -8.603 17.917 23.278
H -7.552 17.406 21.051
H -9.440 19.374 19.513
H -9.542 17.620 19.410
H -8.152 18.378 18.848
H -8.056 20.240 21.337
*
```

---

# 9
Entry from the Open Molecules 2025 dataset: a molecular structure, C37H32BBr6LiN6O10 in a non-equilibrium geometry (ωB97M-V with the def2-TZVPD basis set).

HOMO-LUMO gap: 4.944 eV

```
! wB97M-V def2-TZVPD RIJCOSX def2/J DEFGRID3
* xyz 0 1
Li -12.341 -7.922 24.946
O -18.330 -7.833 26.625
C -18.565 -8.092 27.773
O -19.344 -7.538 28.598
B -19.346 -8.277 29.859
O -18.310 -9.308 29.717
C -17.748 -9.205 28.562
O -16.878 -9.970 28.109
O -20.658 -8.783 30.298
C -21.209 -8.051 31.254
O -22.355 -8.109 31.613
C -20.056 -7.145 31.833
O -18.946 -7.373 30.991
O -20.066 -6.390 32.815
C -17.027 -2.770 39.637
Br -16.696 -0.962 40.241
Br -18.082 -3.928 41.006
Br -15.407 -3.616 38.885
H -17.830 -2.866 38.907
C -27.166 -8.882 26.802
Br -28.504 -8.933 28.317
Br -26.991 -7.074 26.000
Br -27.588 -10.213 25.350
H -26.219 -9.269 27.178
C -25.890 -5.270 40.866
C -26.038 -4.519 41.986
C -25.291 -3.386 42.154
C -24.505 -2.934 41.164
C -24.423 -3.707 40.020
C -25.046 -4.901 39.828
N -23.673 -1.759 41.273
O -23.218 -1.178 40.241
O -23.555 -1.375 42.438
H -26.559 -6.111 40.762
H -26.535 -4.809 42.900
H -25.406 -2.861 43.091
H -23.739 -3.342 39.268
H -24.921 -5.510 38.944
N -11.404 -11.644 35.541
C -12.281 -11.242 36.467
C -13.536 -10.755 36.059
C -13.878 -10.872 34.705
C -13.003 -11.422 33.804
C -11.722 -11.720 34.270
H -12.099 -11.247 37.531
H -14.302 -10.384 36.724
H -14.834 -10.551 34.318
H -13.337 -11.625 32.797
H -10.996 -12.248 33.670
N -31.100 -3.274 34.502
C -30.351 -4.438 34.710
C -30.853 -5.523 35.444
C -32.120 -5.399 35.903
C -32.850 -4.209 35.806
C -32.319 -3.141 35.081
H -29.442 -4.471 34.128
H -30.180 -6.364 35.535
H -32.614 -6.302 36.230
H -33.881 -4.167 36.127
H -32.848 -2.208 34.960
N -18.324 0.230 26.480
C -19.158 1.082 27.032
C -20.479 0.918 27.404
C -21.079 -0.349 27.095
C -20.414 -1.334 26.308
C -19.045 -1.005 26.124
H -18.817 2.059 27.341
H -20.996 1.760 27.839
H -21.991 -0.572 27.630
H -20.846 -2.262 25.963
H -18.430 -1.705 25.577
N -13.377 -9.672 20.642
C -13.536 -11.025 20.362
C -13.783 -11.544 19.099
C -14.015 -10.656 18.064
C -13.981 -9.275 18.272
C -13.636 -8.845 19.578
H -13.333 -11.675 21.200
H -13.846 -12.562 18.746
H -14.123 -11.226 17.154
H -14.128 -8.490 17.545
H -13.507 -7.838 19.944
N -16.063 -0.123 32.299
C -17.332 -0.377 32.758
C -18.056 0.329 33.750
C -17.299 1.330 34.391
C -16.075 1.729 33.832
C -15.531 0.939 32.787
H -17.733 -1.330 32.448
H -19.035 0.170 34.176
H -17.711 1.840 35.249
H -15.403 2.380 34.372
H -14.489 1.140 32.588
*
```

---

# 10
Entry from the Open Molecules 2025 dataset: 2 unconnected molecules or ions with the total composition C4H4Cl4O3P in a non-equilibrium geometry (ωB97M-V with the def2-TZVPD basis set).

HOMO-LUMO gap: 8.010 eV

```
! wB97M-V def2-TZVPD RIJCOSX def2/J DEFGRID3
* xyz -1 1
C -1.035 -2.048 -0.537
C 1.003 0.426 -0.773
C 1.654 0.009 0.574
C -0.479 0.165 -0.682
O -2.163 -2.085 -0.741
O 0.038 -2.416 -0.322
O -0.887 -0.201 2.029
P -1.288 0.580 0.825
Cl 3.469 -0.134 0.274
Cl -1.208 1.110 -2.099
Cl -1.375 2.629 1.518
Cl -3.282 0.498 0.476
H 1.292 1.525 -0.844
H 1.575 0.006 -1.792
H 1.206 -0.942 0.841
H 1.479 0.878 1.253
*
```

---

# 11
Entry from the Open Molecules 2025 dataset: a molecular structure, C3H16F9K2O17S3 in a non-equilibrium geometry (ωB97M-V with the def2-TZVPD basis set).

HOMO-LUMO gap: 3.258 eV

```
! wB97M-V def2-TZVPD RIJCOSX def2/J DEFGRID3
* xyz -1 1
K -0.345 6.330 -3.455
K -3.670 3.348 0.702
C 3.810 -5.725 0.960
F 5.027 -6.226 0.461
F 3.444 -4.746 0.109
F 2.769 -6.649 0.880
S 4.000 -5.050 2.711
O 4.381 -6.183 3.570
O 4.967 -3.944 2.673
O 2.615 -4.586 3.049
C -5.820 0.098 6.185
F -6.221 1.032 7.096
F -5.495 -1.066 6.794
F -6.685 -0.114 5.303
S -4.198 1.082 5.285
O -3.415 1.589 6.385
O -3.464 0.086 4.432
O -4.792 2.200 4.522
C 0.657 0.138 0.273
F 1.138 0.902 1.277
F 1.482 -0.885 0.013
F -0.542 -0.328 0.674
S 0.445 1.269 -1.292
O -0.311 2.468 -0.989
O 1.809 1.664 -1.667
O -0.146 0.339 -2.232
O -3.952 0.458 -2.477
H -3.060 0.362 -2.812
H -4.506 0.416 -3.256
O -4.198 -3.135 2.604
H -3.916 -2.240 2.795
H -3.435 -3.676 2.808
O 3.616 0.251 -5.278
H 4.544 0.090 -5.104
H 3.246 0.469 -4.423
O -1.299 6.570 0.645
H -0.542 7.151 0.565
H -1.525 6.597 1.575
O 3.620 4.529 -4.099
H 3.221 3.784 -3.648
H 4.212 4.912 -3.452
O -0.478 1.808 -6.505
H -0.238 1.074 -5.940
H -1.374 2.025 -6.250
O -0.280 -2.974 -5.020
H -0.175 -2.361 -4.293
H 0.390 -3.641 -4.869
O 5.062 0.511 0.843
H 5.499 -0.335 0.941
H 4.130 0.312 0.932
*
```